--- 1 ---
Molecular formula: C4H4I2Si
Method: DFT, ωB97M-V/def2-TZVPD

As for the highest occupied orbital energy: -8.369 eV. As for the SMILES: IC1=CC=C[Si@@H]1I.

```
! wB97M-V def2-TZVPD RIJCOSX def2/J DEFGRID3
* xyz 0 1
I -2.13 2.40 0.12
I -2.49 -2.06 -0.11
Si -0.56 0.82 -0.98
C 1.32 -0.24 0.64
C 1.09 0.74 -0.23
C 0.19 -1.18 0.85
C -0.89 -0.79 -0.07
H 0.16 -1.85 1.71
H 1.91 1.35 -0.49
H -0.89 1.09 -2.46
H 2.28 -0.28 1.04
*
```

=====

--- 2 ---
Molecular formula: C4H4I2Si
Method: DFT, ωB97M-V/def2-TZVPD

As for the highest occupied orbital energy (alpha / beta): -8.126 / -8.125 eV.

```
! wB97M-V def2-TZVPD RIJCOSX def2/J DEFGRID3
* xyz 0 1
I 1.82 -2.49 -0.52
I 0.57 2.57 -2.16
Si 0.27 -0.64 -1.13
C 1.39 0.81 -1.46
C -0.98 -0.64 0.28
C -0.70 0.18 1.35
C 0.42 0.94 1.31
H -1.81 -1.34 0.31
H -0.46 -1.16 -2.29
H 0.84 1.57 2.07
H -1.38 0.21 2.21
*
```

=====

--- 3 ---
Molecular formula: C4H4I2Si
Method: DFT, ωB97M-V/def2-TZVPD

As for the highest occupied orbital energy (alpha / beta): -9.002 / -8.849 eV.

```
! wB97M-V def2-TZVPD RIJCOSX def2/J DEFGRID3
* xyz 0 1
I 2.89 -2.29 -0.42
I 4.14 1.93 1.41
Si 1.28 -0.97 -1.63
C -1.00 -0.97 -0.24
C -0.49 -1.69 -1.28
C 0.87 0.30 -0.27
C -0.18 -0.06 0.49
H -0.47 0.36 1.42
H -1.11 -2.23 -1.99
H 1.76 -0.63 -3.01
H -2.05 -1.08 0.07
*
```

=====

The energy of each structure relative to the most stable one, in hartree, is as follows: 1 0.0000; 2 0.2137; 3 0.0914.

=====

--- 1 ---
Molecular formula: C5H7F2N
Method: DFT, ωB97M-V/def2-TZVPD

As for the highest occupied orbital energy (alpha / beta): -7.553 / -7.438 eV.

```
! wB97M-V def2-TZVPD RIJCOSX def2/J DEFGRID3
* xyz 0 1
F -0.54 2.11 0.28
F 0.93 1.66 1.72
N -0.94 -1.07 0.61
C 1.07 0.54 -0.36
C -0.64 0.04 1.40
C -0.55 -1.50 -0.63
C 0.21 1.04 0.81
C 0.22 -0.38 -1.35
H -1.28 0.43 2.17
H 1.03 -0.68 -1.96
H -1.15 -2.25 -1.04
H 1.97 0.19 0.03
H 1.32 1.30 -1.06
H -1.31 -1.74 1.26
H -0.33 0.32 -1.87
*
```

=====

--- 2 ---
Molecular formula: C5H7F2N
Method: DFT, ωB97M-V/def2-TZVPD

As for the highest occupied orbital energy (alpha / beta): -8.745 / -8.746 eV.

```
! wB97M-V def2-TZVPD RIJCOSX def2/J DEFGRID3
* xyz 0 1
F 1.66 2.27 -1.26
F 1.72 0.73 -2.74
N 1.00 1.10 -1.53
C 1.03 0.15 -0.53
C 0.71 -2.20 -0.35
C -0.50 1.39 0.55
C 0.31 -0.99 -0.78
C -1.46 1.55 -0.31
H -0.14 1.73 1.47
H 1.85 0.09 0.13
H -1.34 1.15 -1.31
H -2.44 1.97 -0.15
H -0.49 -0.84 -1.46
H 1.59 -2.31 0.25
H -0.04 -3.02 -0.63
*
```

=====

The energy of each structure relative to the most stable one, in hartree, is as follows: 1 0.0000; 2 0.2047.

=====

--- 1 ---
Molecular formula: C2H14NO4
Method: DFT, ωB97M-V/def2-TZVPD

As for the highest occupied orbital energy: -13.771 eV.

```
! wB97M-V def2-TZVPD RIJCOSX def2/J DEFGRID3
* xyz 1 1
O -1.64 4.19 -1.34
O 0.68 -3.51 -3.58
O -1.66 -1.25 1.77
O -0.88 1.41 -0.69
N 0.63 0.30 0.91
C 2.00 -1.45 1.92
C 1.72 -0.19 1.82
H 1.15 -3.45 -4.42
H -0.24 -0.23 1.11
H -1.77 1.76 -0.53
H -0.40 2.19 -1.01
H -2.10 -1.07 2.61
H 0.71 0.02 -0.07
H 2.66 -1.79 2.71
H 1.72 -2.21 1.22
H 0.42 1.29 0.96
H -1.72 5.09 -1.01
H 2.12 0.73 2.27
H 0.37 -4.42 -3.54
H -1.54 4.32 -2.29
H -2.26 -1.73 1.19
*
```

=====

--- 2 ---
Molecular formula: C2H14NO4
Method: DFT, ωB97M-V/def2-TZVPD

As for the highest occupied orbital energy: -14.220 eV.

```
! wB97M-V def2-TZVPD RIJCOSX def2/J DEFGRID3
* xyz 1 1
O -0.40 0.71 0.51
O 0.61 -1.01 2.35
O 2.02 2.78 -1.73
O -2.30 2.23 -0.42
N 0.08 -1.55 -0.08
C 0.22 -1.10 -1.48
C -0.35 -2.73 0.22
H -0.57 -0.50 -1.73
H -0.71 -3.50 -0.51
H -1.92 2.85 0.27
H 0.42 -1.79 2.83
H 0.33 -0.85 0.65
H -0.41 -2.88 1.31
H 0.96 -0.38 3.01
H -3.15 1.98 0.01
H 1.08 -0.47 -1.67
H 0.30 1.32 0.86
H -1.34 1.16 0.63
H 0.27 -2.07 -2.07
H 1.98 3.47 -1.09
H 2.87 2.30 -1.88
*
```

=====

The energy of each structure relative to the most stable one, in hartree, is as follows: 1 0.0000; 2 0.0436.

=====

--- 1 ---
Molecular formula: CH2ClO3S
Method: DFT, ωB97M-V/def2-TZVPD

As for the highest occupied orbital energy (alpha / beta): -2.927 / -5.033 eV.

```
! wB97M-V def2-TZVPD RIJCOSX def2/J DEFGRID3
* xyz -1 1
Cl -1.29 0.17 -0.53
S 2.26 0.56 -0.14
O 3.14 -0.51 0.42
O 2.40 0.78 -1.60
O 2.12 1.73 0.68
C -2.78 -0.62 0.08
H -2.95 -1.70 -0.12
H -2.90 -0.41 1.21
*
```

=====

--- 2 ---
Molecular formula: CH2ClO3S
Method: DFT, ωB97M-V/def2-TZVPD

As for the highest occupied orbital energy: -4.283 eV.

```
! wB97M-V def2-TZVPD RIJCOSX def2/J DEFGRID3
* xyz -1 1
Cl -3.39 -0.59 -1.49
S -0.88 -0.23 -0.32
O 1.67 0.73 0.20
O -0.06 -0.28 -1.57
O 0.33 -0.96 0.97
C 0.52 0.39 0.90
H 1.61 0.06 -0.53
H 0.19 0.89 1.85
*
```

=====

The energy of each structure relative to the most stable one, in hartree, is as follows: 1 0.0603; 2 0.0000.